Below is a 2-piece molecular cluster, C2H5N3OS2 overall at a distorted geometry, with properties calculated with the ωB97M-V functional and the def2-TZVPD basis.

- Energy above the lowest of the compared OMol25 structures with the same formula, charge and spin: 6.855 eV
- HOMO energy: -8.74 eV
- Kohn-Sham gap: 8.4 eV
- E: -1114.842640 a.u.

Atoms and positions in Å:
C 0.3415 0.1444 0.1763
C -0.4262 -1.0133 0.6398
H 1.0866 2.0032 -1.1845
H -1.0559 1.4370 0.8673
H 0.1278 -1.7311 1.1952
H -3.5676 -1.4043 -0.9056
H 3.9049 -0.7545 0.1884
N -0.4826 1.2661 0.0874
N -1.6063 -1.3850 0.3728
N 1.5643 0.3750 -0.3173
O 0.2425 2.5117 -0.0497
S -2.5790 -0.3913 -0.6205
S 2.4500 -1.0579 -0.4497